*w*
Below is 2 unconnected molecules or ions with the total composition C2H3N3O, with properties calculated with the ωB97M-V functional and the def2-TZVPD basis.

Element x y z (Å)
C  -0.69939  0.42727  0.45871
C  -0.74527  -0.90169  0.69399
N  0.37549  0.70055  -0.33817
N  1.97493  -0.73831  -1.20312
N  0.96347  -0.39871  -0.57965
O  0.28751  -1.49566  0.04470
H  -1.34514  1.20477  0.80480
H  -1.38193  -1.53816  1.26960
H  2.53894  0.50877  -2.07470

As for the HOMO-LUMO gap: 7.64 eV. As for the highest occupied orbital energy: -8.12 eV.

*x*
Below is a single C2H3N3O molecule, with properties calculated with the ωB97M-V functional and the def2-TZVPD basis.

Element x y z (Å)
N  -0.27931  1.93069  -0.77507
C  0.11045  0.63718  -0.35361
C  -0.34643  -0.62982  -0.75897
O  -0.19971  -1.58704  0.11615
N  0.43278  -0.89393  1.18577
N  0.57842  0.22137  0.91037
H  -0.49950  2.88354  -0.07861
H  -1.08194  1.69491  -1.57173
H  -0.52830  -0.73319  -1.85086

As for the HOMO-LUMO gap: 9.02 eV. As for the highest occupied orbital energy: -8.59 eV. Its SMILES is Nc1conn1.

Tell me which of them is the most stable. Sure, it is *x*.

*w*
Below is a single C2H3N3O molecule, with properties calculated with the ωB97M-V functional and the def2-TZVPD basis.

Element x y z (Å)
O  -1.95140  -0.71095  -0.83866
C  -0.82690  -0.46228  -0.48769
N  0.21599  -1.36963  -0.20998
N  1.17993  -0.58780  0.20378
N  1.06101  0.66573  0.37647
C  -0.32972  0.87016  0.05337
H  -0.92752  0.78916  0.96623
H  2.08681  -1.01259  0.39108
H  -0.50821  1.81819  -0.45461

As for the HOMO-LUMO gap: 9.36 eV. As for the highest occupied orbital energy: -9.61 eV.

*x*
Below is 2 unconnected molecules or ions with the total composition C2H3N3O, with properties calculated with the ωB97M-V functional and the def2-TZVPD basis.

Element x y z (Å)
O  -2.30100  0.39841  0.39281
C  -1.23273  -0.26498  0.76526
C  -0.29833  -0.91681  1.16450
N  1.90720  0.10265  -0.32385
N  0.95566  0.57639  -0.94871
N  0.01547  1.07596  -1.31613
H  -2.09380  0.94967  -0.37862
H  0.53253  -1.46439  1.54007
H  2.52706  -0.45177  -0.90644

As for the HOMO-LUMO gap: 10.20 eV. As for the highest occupied orbital energy: -9.40 eV.

Tell me which of them is the most stable. Sure, it is *w*.

*w*
Below is a single C2H3N3O molecule, with properties calculated with the ωB97M-V functional and the def2-TZVPD basis.

Element x y z (Å)
H  0.19565  -2.60558  0.05276
N  -0.07369  -1.85759  -0.63609
C  -0.10516  -0.68890  -0.26166
N  0.52710  0.04371  0.80445
N  0.25502  1.42940  0.72250
C  -0.31247  1.45475  -0.46173
O  -0.62052  0.28078  -1.06089
H  0.60603  -0.47262  1.73505
H  -0.47196  2.41604  -0.89439

As for the HOMO-LUMO gap: 9.82 eV. As for the highest occupied orbital energy: -9.01 eV. Its SMILES is [H]/N=c1\[nH]nco1.

*x*
Below is a single C2H3N3O molecule, with properties calculated with the ωB97M-V functional and the def2-TZVPD basis.

Element x y z (Å)
N  1.53657  -0.01579  -0.23806
C  0.22917  -0.20674  0.15840
C  -0.75355  0.90393  0.05836
N  -1.93587  0.33347  -0.13541
O  -1.68230  -0.98395  -0.05505
N  -0.40123  -1.36650  0.04200
H  1.92778  0.23227  0.91113
H  2.12496  -0.97274  -0.57398
H  -1.04552  2.07605  -0.16740

As for the HOMO-LUMO gap: 10.40 eV. As for the highest occupied orbital energy: -9.85 eV. Its SMILES is Nc1cnon1.

Tell me which of them is the most stable. Sure, it is *w*.

*w*
Below is 2 unconnected molecules or ions with the total composition CH4N2OS, with properties calculated with the ωB97M-V functional and the def2-TZVPD basis.

Element x y z (Å)
N  -0.79854  -0.78761  -2.33448
C  -0.84171  -1.44495  -1.33041
S  -0.42736  -2.26396  -0.08926
H  -1.57871  -0.30544  -2.75980
N  1.11385  0.68669  1.09475
O  -0.05973  1.37880  1.54493
H  1.93280  1.07840  1.60182
H  0.96570  -0.23605  1.60209
H  -0.30631  1.89412  0.67037

As for the HOMO-LUMO gap: 10.10 eV. As for the highest occupied orbital energy: -9.56 eV. Its SMILES is N=C=S.NO.

*x*
Below is a single CH4N2OS molecule, with properties calculated with the ωB97M-V functional and the def2-TZVPD basis.

Element x y z (Å)
N  1.02451  0.06826  -1.17164
C  -0.08939  -0.36791  -0.50850
O  -0.62023  -1.48490  -0.67191
N  -0.65431  0.64019  0.34824
S  -1.66436  0.15689  1.57847
H  1.31873  -0.76231  -1.74201
H  1.81803  0.34372  -0.62808
H  -0.31023  1.60212  0.30943
H  -0.82274  -0.19608  2.48601

As for the HOMO-LUMO gap: 10.14 eV. As for the highest occupied orbital energy: -9.57 eV. Its SMILES is NC(=O)NS.

*y*
Below is 2 unconnected molecules or ions with the total composition CH4N2OS, with properties calculated with the ωB97M-V functional and the def2-TZVPD basis.

Element x y z (Å)
C  1.22642  -0.32592  2.23011
N  -0.90736  0.98419  -0.91901
N  -0.45177  -0.08940  -0.09787
O  0.56623  -0.81133  -0.82926
S  1.90619  -1.66225  2.22843
H  0.13611  -0.99330  -1.70866
H  -1.83423  0.77736  -1.00191
H  -0.61541  2.05607  -0.76936
H  -0.02618  0.06458  0.86753

As for the HOMO-LUMO gap: 8.35 eV. As for the highest occupied orbital energy: -8.56 eV.

*z*
Below is a single CH4N2OS molecule, with properties calculated with the ωB97M-V functional and the def2-TZVPD basis.

Element x y z (Å)
O  2.71892  -0.33247  0.12719
N  1.63941  0.45869  -0.25268
C  0.43036  -0.11868  -0.27637
N  -0.63330  0.47208  0.23349
S  -2.06025  -0.23379  0.01250
H  2.37969  -0.81020  1.01940
H  1.60625  1.41967  0.18042
H  0.45412  -1.12720  -0.66649
H  -2.85244  1.11479  0.04174

As for the HOMO-LUMO gap: 8.58 eV. As for the highest occupied orbital energy: -8.13 eV. Its SMILES is ON/C=N/S.

Tell me which of them is the most stable. Sure, it is *x*.

*w*
Below is a molecular structure, H2NO4P, with properties calculated with the ωB97M-V functional and the def2-TZVPD basis.

Element x y z (Å)
N  -1.02379  -1.52563  -0.55237
O  -0.71657  -0.30297  -0.61338
O  -1.36673  -2.19691  -1.46844
O  -2.06555  -1.00006  1.93137
O  1.67369  2.24899  -0.11180
P  -0.75073  -1.19791  1.37957
H  2.61411  2.49770  0.07167
H  1.63558  1.47679  -0.63661

As for the HOMO-LUMO gap: 9.81 eV. As for the highest occupied orbital energy: -10.66 eV.

*x*
Below is a single H2NO4P molecule, with properties calculated with the ωB97M-V functional and the def2-TZVPD basis.

Element x y z (Å)
H  -1.66685  -1.92155  1.91126
P  -2.29481  -0.66364  1.72813
N  -1.00391  -0.26102  0.91120
O  -0.91952  0.75019  0.07164
O  0.55935  0.96636  -0.07359
O  1.07742  0.28116  -1.06381
O  1.43229  1.11839  -2.15675
H  2.08100  1.86491  -1.85741

As for the HOMO-LUMO gap (alpha / beta): 8.93 / 8.93 eV. As for the highest occupied orbital energy (alpha / beta): -9.36 / -9.36 eV. Its SMILES is [H]/P=N/OOOO.

*y*
Below is 2 unconnected molecules or ions with the total composition H2NO4P, with properties calculated with the ωB97M-V functional and the def2-TZVPD basis.

Element x y z (Å)
N  -1.89778  0.43250  0.84651
O  2.26157  -0.33629  0.33757
O  -0.14241  1.31539  0.06196
O  1.10696  -0.73981  -0.28278
O  0.23834  0.47196  -0.78883
P  -2.19484  -0.66951  -0.16866
H  1.79748  0.03038  1.07917
H  -1.16931  -0.50462  -1.08495

As for the HOMO-LUMO gap (alpha / beta): 9.39 / 8.77 eV. As for the highest occupied orbital energy (alpha / beta): -10.64 / -9.95 eV.

Tell me which of them is the most stable. Sure, it is *w*.

*w*
Below is a single H3N3O2S molecule, with properties calculated with the ωB97M-V functional and the def2-TZVPD basis.

Element x y z (Å)
N  0.19192  -1.33656  0.58477
N  -0.31431  -0.34920  -0.20060
S  0.85281  0.21219  -1.88628
N  -0.84593  0.69906  0.46655
O  -1.11524  0.51591  1.66433
O  -0.95982  1.74043  -0.17943
H  0.74857  -1.99052  0.05925
H  0.63983  -1.03581  1.53821
H  0.80217  1.54448  -2.04679

As for the HOMO-LUMO gap (alpha / beta): 7.73 / 7.73 eV. As for the highest occupied orbital energy (alpha / beta): -9.39 / -9.39 eV. Its SMILES is NN(S)[N+](=O)[O-].

*x*
Below is a single H3N3O2S molecule, with properties calculated with the ωB97M-V functional and the def2-TZVPD basis.

Element x y z (Å)
N  0.12039  -0.68196  -1.52561
N  -0.67063  -0.51957  -0.58892
S  0.00220  -0.25874  1.34286
O  -1.16178  -0.86787  2.02127
N  0.54030  1.03966  2.25962
O  -0.22579  1.09007  3.32706
H  0.23599  -1.53521  -1.97779
H  0.92868  -0.06523  -1.46506
H  -1.05936  0.55042  3.09000

As for the HOMO-LUMO gap (alpha / beta): 7.29 / 7.65 eV. As for the highest occupied orbital energy (alpha / beta): -8.28 / -8.45 eV. Its SMILES is NN=S(=O)=NO.

Tell me which of them is the most stable. Sure, it is *w*.

*w*
Below is 2 unconnected molecules or ions with the total composition CH4N2O2S, with properties calculated with the ωB97M-V functional and the def2-TZVPD basis.

Element x y z (Å)
C  1.84006  -0.57819  0.30564
N  -0.86040  0.94892  -0.94692
N  -0.28159  0.93792  0.31915
O  -2.75418  0.23756  0.72557
O  -1.09635  -1.50348  -0.15670
S  -1.47753  -0.16203  0.15327
H  1.27995  -1.41457  0.07008
H  2.07197  0.18417  -0.35204
H  2.27700  -0.43132  1.29388
H  -0.99894  1.78103  -1.41193

As for the HOMO-LUMO gap (alpha / beta): 7.77 / 9.93 eV. As for the highest occupied orbital energy (alpha / beta): -8.67 / -9.68 eV.

*x*
Below is a single CH4N2O2S molecule, with properties calculated with the ωB97M-V functional and the def2-TZVPD basis.

Element x y z (Å)
C  0.96091  -0.86961  0.20893
N  1.76533  -0.97735  1.14612
N  -0.93512  0.71526  -0.56615
O  -1.67890  1.84200  -0.37769
O  -1.82787  -1.28851  0.88745
S  -0.69322  -0.43491  0.85549
H  1.13916  -0.85248  -0.82776
H  2.72311  -0.98959  0.94323
H  -0.35468  0.63605  -1.34131
H  -1.09870  2.21915  -0.92831

As for the HOMO-LUMO gap: 9.29 eV. As for the highest occupied orbital energy: -8.90 eV.

Tell me which of them is the most stable. Sure, it is *x*.